66
Properties=species:S:1:pos:R:3:forces:R:3:lowdin_charge:R:1 method="wB97M-V/def2-TZVPD" orbital_gap_ev=8.328 e_homo_ev=-8.25 relative_energy_ev=27.499 charge=0 energy_ha=-1759.900650
O -0.34879 2.89454 1.13428 -2.65 3.60 0.45 0.07
C 0.10536 1.80265 1.20217 3.24 1.20 -5.18 -0.55
N 0.20371 1.12592 2.27151 -3.97 2.96 5.15 0.16
H 0.65745 0.32428 2.40576 2.08 -3.62 0.29 0.06
C -0.75517 1.66072 3.61573 10.19 -7.81 1.02 0.03
H -0.88764 2.61202 3.50862 -1.50 5.39 -0.72 0.04
C -1.65644 0.59797 3.89762 3.14 0.56 -16.24 -0.27
C -1.35851 -0.75683 3.77399 5.52 -4.61 1.46 -0.22
C -2.52618 -1.66619 3.97161 1.25 -4.57 0.57 -0.25
C -3.49131 -1.65826 2.85104 0.43 1.07 -1.14 -0.25
C -3.76101 -0.18597 2.52375 -6.62 1.54 3.93 -0.18
C -2.67049 0.87216 2.40208 -3.62 -5.36 17.25 -0.02
H -2.37061 0.56673 1.67968 8.58 -5.39 -15.35 -0.05
H -2.99835 1.72465 2.36387 -3.56 9.06 -0.25 0.03
H -4.64930 -0.01683 1.76042 1.91 -0.46 1.17 0.13
H -4.37387 0.08001 3.65943 1.18 -0.16 -3.07 0.17
H -4.37033 -2.33587 3.10752 0.96 1.19 -0.93 0.14
H -2.86038 -1.96553 2.01612 -0.49 -1.10 -0.42 0.10
H -2.21792 -2.85228 3.98723 -0.01 2.85 0.28 0.17
H -2.92970 -1.54135 4.95943 -0.63 0.47 0.43 0.11
H -0.66316 -0.84400 4.67284 -0.46 -0.85 -0.34 0.14
H -0.54854 -1.18334 2.96993 -2.53 1.46 1.20 0.18
H -2.18412 0.86259 4.53343 -9.17 3.66 10.99 0.03
H 0.24158 1.46326 4.49595 -2.57 1.16 -2.13 0.19
C 0.78960 1.28097 -0.14662 -5.43 -4.71 6.31 0.02
C 0.24278 -0.15140 -0.16091 -5.14 10.61 8.54 -0.12
C 0.67565 -0.93291 -0.92087 7.75 -10.95 -12.62 -0.27
C 1.91555 -0.61641 -1.99078 -2.90 7.54 9.90 0.15
C 2.56013 0.64359 -1.51478 0.37 -5.99 -7.10 -0.01
C 1.98249 1.48765 -0.59518 3.11 4.18 -1.80 -0.25
N 2.66258 2.73554 -0.53330 -5.07 1.65 2.36 -0.06
C 1.89472 4.11847 -0.41026 2.56 -5.03 9.51 0.05
H 0.94583 3.85510 -0.11893 -2.31 -0.21 0.38 0.07
C 2.62679 4.97871 0.70892 3.66 -9.87 -2.53 -0.09
O 4.03669 5.12328 0.31212 1.97 -2.46 -1.07 -0.23
C 4.79860 3.76376 0.03152 -1.84 2.30 6.07 -0.12
C 3.90765 2.96964 -0.89637 8.23 -4.22 1.87 -0.31
H 4.72774 1.76638 -0.64886 -2.42 3.08 -1.29 0.23
H 4.16254 3.30641 -1.84277 -0.01 0.37 -2.55 0.09
H 5.92011 4.06330 -0.13865 -2.53 -0.83 -0.25 0.14
H 4.70499 3.22819 1.31676 0.54 1.26 -3.97 0.19
H 2.52334 5.88465 0.67764 -3.08 9.83 0.01 0.02
H 2.67300 4.57416 1.69112 -0.77 -0.66 0.84 0.11
H 1.98904 4.51076 -1.23659 0.73 4.27 -8.42 0.04
H 3.34884 1.04510 -2.28901 -1.36 -0.87 2.12 0.14
H 2.12435 -1.37490 -2.55825 1.72 -3.65 -3.71 0.01
S -0.09900 -2.60231 -1.20201 0.18 2.70 0.02 0.72
O -1.07101 -2.81000 -0.08814 1.86 -0.21 -2.32 -0.33
O 0.93149 -3.51253 -1.63621 0.16 -0.79 1.83 -0.33
N -0.65375 -2.20684 -2.76722 -3.91 -2.40 0.01 -0.21
C -1.99129 -1.42845 -2.74493 3.74 -1.89 10.73 -0.15
C -3.23325 -2.19495 -2.28194 2.47 -4.21 0.06 -0.16
C -3.57302 -3.50453 -3.26347 3.68 -1.91 9.04 -0.05
C -2.19448 -4.38006 -3.02916 -2.35 6.28 -9.52 -0.18
C -1.00473 -3.60230 -3.49954 4.18 3.07 -3.04 -0.18
H 0.10413 -4.19703 -3.50484 -3.51 1.52 -0.17 0.16
H -1.17404 -3.04579 -4.59625 0.37 -2.11 2.47 0.17
H -2.22138 -5.10478 -3.75914 -0.21 -2.37 -1.25 0.08
H -1.93435 -4.69551 -2.20222 1.09 -3.28 8.69 0.02
H -4.19212 -4.27603 -2.65533 -0.42 2.05 -1.76 0.13
H -3.77576 -3.05675 -4.13403 -0.95 0.33 -3.79 0.05
H -4.04953 -1.63204 -2.19163 -3.23 2.85 -0.26 0.05
H -3.11007 -2.54049 -1.23888 0.29 -0.20 -0.58 0.09
H -1.59746 -0.56245 -1.87094 -1.98 -1.94 -2.69 0.18
H -2.18463 -1.02341 -3.56042 -0.92 3.86 -7.59 0.02
H -0.60141 -0.46420 0.53110 1.01 0.76 -0.87 0.14

=====

10
Properties=species:S:1:pos:R:3:forces:R:3:lowdin_charge:R:1 method="wB97M-V/def2-TZVPD" orbital_gap_ev=10.918 e_homo_ev=-10.62 relative_energy_ev=0.000 charge=0 energy_ha=-1490.280558
O 2.15858 -1.28696 0.55719 0.02 0.21 -0.11 0.05
C 1.06411 -0.79406 0.63419 0.01 -2.67 3.05 -0.37
C 0.66051 0.28123 -0.27068 -1.51 0.10 -0.10 -0.28
P -1.15586 0.48698 -0.44096 1.01 0.97 2.69 -0.11
O -1.64092 1.12365 -1.61327 -0.59 1.11 -2.75 -0.38
Cl -1.68545 1.65631 1.18084 0.30 -0.74 -0.21 0.30
Cl -2.02595 -1.26384 -0.14549 0.08 -0.58 0.31 0.42
H 0.34706 -1.29402 1.47919 0.98 1.53 -1.83 0.15
H 0.98344 -0.06010 -1.21323 0.17 -0.63 -1.61 0.09
H 1.29447 1.15080 -0.16779 -0.47 0.68 0.57 0.12